1.
Density functional theory data (ωB97M-V/def2-TZVPD) for a cluster of 2 separate species, C5H7NO3 in total at a distorted geometry.

Structure (XYZ):
```
16
Properties=species:S:1:pos:R:3:nbo_charge:R:1
C 0.878 1.070 -1.059 -0.4749
C -0.573 -1.097 -0.258 0.5699
C 1.219 0.022 -0.067 0.5393
N -0.297 -2.215 0.442 -0.8293
C -0.734 0.724 0.851 0.2555
C 0.517 1.298 0.411 -0.4472
O -1.937 1.085 0.384 -0.6449
O -1.314 -1.023 -1.211 -0.6341
O 2.115 -0.701 0.334 -0.5834
H -1.905 1.228 -0.575 0.4998
H 0.539 -2.223 1.008 0.4161
H -0.610 -3.098 0.064 0.3949
H 0.109 0.910 -1.807 0.2405
H 1.744 1.621 -1.408 0.2498
H -0.798 0.375 1.877 0.2070
H 1.048 2.024 1.016 0.2410
```

Results
frontier orbital gap (alpha / beta): 8.29 / 8.29 eV
HOMO energy (alpha / beta): -8.5 / -8.5 eV
E: -12927.2905 eV

=====

2.
Density functional theory data (ωB97M-V/def2-TZVPD) for a structure of composition C3H4CuMgO3 at a distorted geometry.

Structure (XYZ):
```
12
Properties=species:S:1:pos:R:3:nbo_charge:R:1
C -0.888 0.213 0.209 0.4560
C 0.493 -0.361 0.125 -0.2164
O 1.416 0.712 -0.007 -0.5256
C 2.714 0.432 -0.179 0.2132
O 3.047 -0.776 -0.206 -0.8279
O -1.870 -0.493 0.332 -0.5699
H -0.975 1.318 0.200 0.1429
H 0.541 -1.045 -0.737 0.2309
H 0.689 -0.956 1.031 0.2281
Mg 4.848 0.312 -0.498 0.8867
Cu -4.364 -0.243 0.333 0.5015
H -5.651 0.885 -0.603 -0.5194
```

Results
2S+1: 2
frontier orbital gap (alpha / beta): 7.17 / 6.68 eV
HOMO energy (alpha / beta): -7.3 / -7.9 eV
<S²>: 0.75
E: -59398.0461 eV

=====

3.
Density functional theory data (ωB97M-V/def2-TZVPD) for a structure of composition C24H20N5O2SeSn.

Structure (XYZ):
```
53
Properties=species:S:1:pos:R:3:nbo_charge:R:1
Sn -2.332 -1.517 1.809 1.2117
C 4.647 6.095 0.599 -0.2582
O 4.001 5.109 1.390 -0.5003
C 4.300 3.813 1.150 0.3923
C 5.182 3.376 0.167 -0.3272
C 5.425 2.015 0.023 -0.1669
C 4.757 1.094 0.808 -0.0043
C 3.899 1.536 1.815 -0.2063
C 3.677 2.883 1.988 -0.2621
N 5.105 -0.289 0.632 -0.0675
N 4.251 -1.179 0.584 -0.1389
C 2.842 -0.895 0.546 0.0612
C 2.256 -0.095 -0.399 -0.1684
C 0.859 0.039 -0.490 -0.2520
C 0.024 -0.626 0.375 0.2979
O -1.307 -0.511 0.352 -0.8708
C 0.624 -1.484 1.340 0.1669
N -0.216 -2.149 2.188 -0.5818
C 0.271 -2.970 3.098 0.0939
C 1.646 -3.202 3.224 -0.2671
C 2.512 -2.543 2.392 -0.0682
C 2.019 -1.643 1.423 -0.1054
H 4.276 7.052 0.952 0.2087
H 4.400 5.975 -0.458 0.1786
H 5.731 6.056 0.730 0.1830
H 5.702 4.076 -0.469 0.2300
H 6.136 1.664 -0.713 0.2313
H 3.428 0.823 2.480 0.2161
H 3.035 3.248 2.778 0.2290
H 2.884 0.454 -1.089 0.2374
H 0.425 0.684 -1.243 0.2316
H -0.441 -3.469 3.743 0.2140
H 2.000 -3.899 3.969 0.2454
H 3.580 -2.705 2.458 0.2530
C -2.442 -1.516 -2.375 -0.4160
N -3.732 -1.837 -1.779 -0.3486
C -3.957 -2.676 -0.760 0.2848
Se -2.684 -3.691 0.170 -0.1825
N -5.273 -2.663 -0.490 -0.5169
C -5.933 -1.813 -1.372 0.1000
C -7.267 -1.459 -1.510 -0.2151
C -7.561 -0.550 -2.507 -0.1835
C -6.563 -0.010 -3.332 -0.1901
C -5.235 -0.363 -3.190 -0.2237
C -4.944 -1.281 -2.189 0.1580
H -1.674 -2.094 -1.872 0.2517
H -2.239 -0.455 -2.244 0.2308
H -2.465 -1.767 -3.434 0.2225
H -5.693 -3.275 0.190 0.4483
H -8.037 -1.876 -0.876 0.2377
H -8.587 -0.243 -2.655 0.2354
H -6.842 0.699 -4.098 0.2349
H -4.467 0.052 -3.827 0.2358
```

Results
frontier orbital gap: 6.73 eV
HOMO energy: -10.0 eV
E: -107930.7893 eV
net charge: +1

=====

4.
Density functional theory data (ωB97M-V/def2-TZVPD) for a structure of composition C17H11LaN10O6S2 at a distorted geometry.

Structure (XYZ):
```
47
Properties=species:S:1:pos:R:3:nbo_charge:R:1
La -10.510 -5.805 14.477 2.2283
N -14.267 -7.353 13.487 -0.6046
C -14.126 -6.008 13.681 0.4425
N -15.170 -5.200 13.827 -0.4154
N -14.580 -4.003 14.105 -0.1139
N -13.342 -4.107 14.128 -0.1218
N -12.992 -5.366 13.874 -0.5658
C -13.140 -8.207 13.474 0.4303
N -13.198 -9.431 12.941 -0.3932
N -11.972 -9.974 13.122 -0.1420
N -11.207 -9.086 13.739 -0.1527
N -11.920 -7.971 13.918 -0.5076
H -15.155 -7.813 13.632 0.4172
S -8.762 -3.198 14.860 -0.2588
C -9.523 -2.918 13.403 -0.0823
N -10.109 -3.806 12.640 -0.6492
C -10.489 -3.346 11.420 0.2117
C -11.196 -4.076 10.445 -0.2429
C -11.497 -3.404 9.260 -0.2230
C -11.081 -2.071 9.062 -0.2577
C -10.394 -1.352 10.072 -0.2107
C -10.199 -1.991 11.252 -0.2355
S -9.279 -1.351 12.635 0.3211
H -11.535 -5.144 10.550 0.2389
H -12.111 -3.967 8.492 0.2064
H -11.407 -1.507 8.141 0.1978
H -10.087 -0.308 9.831 0.2086
O -5.842 -7.261 18.944 -0.5660
C -6.694 -7.067 18.055 0.3777
C -8.164 -6.804 18.391 0.3509
O -8.554 -6.933 19.531 -0.5854
C -8.844 -6.506 17.139 0.2607
C -7.920 -6.789 16.061 0.2562
O -8.305 -6.797 14.859 -0.8193
C -6.552 -7.186 16.518 0.3693
O -5.501 -7.600 15.967 -0.5961
O -10.037 -6.154 16.862 -0.8134
C -10.169 -8.691 10.612 -0.7419
C -9.479 -8.105 11.743 0.6669
C -8.335 -8.918 12.374 -0.7220
O -9.770 -7.001 12.139 -0.6310
H -11.223 -8.960 10.876 0.2792
H -9.749 -9.586 10.221 0.2170
H -10.233 -7.896 9.806 0.2339
H -7.825 -8.370 13.182 0.2810
H -7.589 -9.274 11.477 0.1989
H -8.861 -9.827 12.759 0.2579
```

Results
frontier orbital gap: 6.32 eV
HOMO energy: -2.3 eV
E: -67528.7072 eV
net charge: -2

=====

5.
Density functional theory data (ωB97M-V/def2-TZVPD) for a structure of composition C30H46BrEuN3P2 at a distorted geometry.

Structure (XYZ):
```
83
Properties=species:S:1:pos:R:3:mulliken_spin:R:1
N -6.172 5.108 -5.604 -0.0787
C -6.127 5.702 -4.413 0.0319
C -5.250 5.303 -3.398 -0.0834
C -4.269 4.315 -3.665 0.0034
C -4.403 3.639 -4.913 -0.0594
C -5.365 4.073 -5.837 0.0325
C -3.173 3.987 -2.743 -0.3515
Eu -0.141 2.934 -1.280 7.0541
P 5.114 -0.412 -1.105 -0.0002
C -1.948 3.404 -3.125 0.3520
C -1.759 1.954 -2.937 -0.0662
C -0.736 1.208 -3.579 0.0745
C -0.499 -0.113 -3.212 -0.0623
C -1.165 -0.708 -2.099 0.0899
C -2.051 0.108 -1.347 -0.0500
C -2.402 1.375 -1.796 0.0982
Br 1.431 0.121 -0.895 0.0058
H -3.351 4.226 -1.682 0.0223
H -1.214 3.972 -3.727 -0.0245
H -5.321 5.762 -2.404 -0.0029
H -3.763 2.800 -5.171 -0.0026
H -6.806 6.542 -4.243 0.0003
H -5.455 3.575 -6.800 0.0007
H -0.204 1.655 -4.421 -0.0067
H -3.185 1.947 -1.278 0.0260
H 0.278 -0.670 -3.762 0.0064
H -2.465 -0.233 -0.384 -0.0013
P -1.158 -2.486 -1.600 -0.0092
C 4.574 1.284 -0.748 0.0010
C 5.731 2.234 -1.094 0.0002
H 4.324 1.342 0.325 -0.0001
H 3.674 1.464 -1.357 -0.0001
H 5.494 3.256 -0.784 0.0000
H 6.655 1.932 -0.588 0.0001
H 5.940 2.235 -2.168 0.0000
C 4.437 -1.002 -2.691 0.0000
C 5.335 -2.145 -3.209 0.0000
H 4.445 -0.151 -3.394 -0.0001
H 3.400 -1.317 -2.489 -0.0005
H 5.054 -2.414 -4.236 0.0000
H 6.392 -1.840 -3.216 0.0000
H 5.255 -3.047 -2.586 0.0000
C 4.372 -1.527 0.131 0.0004
C 5.342 -1.712 1.315 -0.0001
H 4.183 -2.498 -0.360 0.0004
H 3.407 -1.075 0.419 -0.0001
H 4.891 -2.371 2.070 0.0000
H 6.294 -2.161 0.997 0.0000
H 5.580 -0.757 1.800 0.0000
C -0.925 -2.843 0.168 0.0045
C -1.307 -4.256 0.639 0.0002
H -1.493 -2.090 0.736 0.0000
H 0.138 -2.642 0.407 -0.0006
H -2.333 -4.292 1.031 0.0000
H -1.236 -5.029 -0.136 -0.0001
H -0.656 -4.576 1.463 0.0001
C -0.003 -3.463 -2.615 0.0017
C -0.286 -3.324 -4.112 0.0007
H -0.138 -4.517 -2.293 -0.0003
H 1.022 -3.143 -2.345 -0.0004
H -1.147 -3.942 -4.392 0.0001
H -0.488 -2.283 -4.388 0.0003
H 0.584 -3.668 -4.681 0.0001
C -2.793 -3.068 -2.139 0.0062
C -3.969 -2.654 -1.263 -0.0005
H -2.739 -4.163 -2.242 0.0004
H -2.927 -2.665 -3.153 -0.0005
H -4.498 -1.811 -1.723 -0.0004
H -4.679 -3.485 -1.173 -0.0001
H -3.671 -2.350 -0.252 0.0004
N -0.396 0.375 1.827 0.0003
C -0.646 1.649 2.212 0.0016
C -0.998 1.972 3.540 0.0011
C -1.194 3.304 3.847 -0.0003
C -1.117 4.252 2.821 0.0004
C -0.843 3.861 1.508 -0.0041
N -0.598 2.567 1.205 -0.0046
H 0.181 0.243 0.976 -0.0038
H -0.328 -0.323 2.555 0.0000
H -1.133 1.187 4.274 0.0000
H -1.415 3.611 4.855 0.0001
H -1.277 5.301 3.038 -0.0002
H -0.786 4.597 0.675 -0.0021
```

Results
2S+1: 8
frontier orbital gap (alpha / beta): 3.88 / 3.04 eV
HOMO energy (alpha / beta): -10.9 / -10.9 eV
<S²>: 16.23
E: -144260.4351 eV
net charge: +2

=====

6.
Density functional theory data (ωB97M-V/def2-TZVPD) for a structure of composition C32H30BrCoN6O4S at a distorted geometry.

Structure (XYZ):
```
75
Properties=species:S:1:pos:R:3:mulliken_spin:R:1
Co -0.650 0.160 -0.848 2.7084
C -4.242 1.611 -2.498 0.0042
C -3.191 0.832 -1.779 0.0201
N -2.177 1.353 -1.245 0.0356
N -1.930 2.689 -1.204 0.0045
C -0.689 2.857 -0.710 0.0015
O 0.109 1.946 -0.359 0.0336
C -0.226 4.271 -0.562 0.0046
C -0.906 5.321 -1.169 0.0021
C -0.415 6.617 -1.075 0.0004
C 0.754 6.869 -0.367 -0.0002
C 1.418 5.824 0.261 0.0001
C 0.931 4.527 0.159 0.0044
C -3.212 -0.659 -1.654 0.0036
C -4.322 -1.421 -1.971 0.0011
C -4.331 -2.774 -1.658 -0.0007
C -3.231 -3.332 -1.045 0.0019
C -2.136 -2.514 -0.808 0.0094
N -2.116 -1.232 -1.132 0.0246
H -4.121 2.664 -2.258 0.0005
H -5.249 1.288 -2.223 0.0000
H -4.129 1.486 -3.579 0.0005
H -1.811 5.101 -1.719 -0.0015
H -0.939 7.431 -1.562 0.0000
H 1.149 7.877 -0.313 0.0000
H 2.322 6.017 0.826 0.0000
H 1.436 3.696 0.634 0.0025
H -5.177 -0.945 -2.432 -0.0001
H -5.197 -3.383 -1.888 -0.0002
H -3.200 -4.380 -0.780 0.0000
H -1.221 -2.896 -0.366 -0.0030
C 1.572 -3.483 3.722 0.0003
C 2.636 -2.585 3.101 0.0000
N 2.422 -2.352 1.676 0.0015
C 3.100 -3.269 0.770 0.0061
C 4.501 -2.795 0.409 -0.0021
C 1.517 -1.424 1.251 0.0013
S 1.360 -1.166 -0.439 0.0424
N 0.932 -0.746 2.245 0.0026
C -0.183 -0.024 2.136 0.0132
O -1.075 -0.105 1.279 0.0255
C -0.414 0.954 3.262 0.0010
C 0.172 0.790 4.511 0.0013
C -0.117 1.675 5.542 -0.0008
C -0.981 2.741 5.323 0.0016
C -1.555 2.918 4.069 -0.0008
C -1.280 2.020 3.046 0.0012
H 1.795 -3.684 4.774 0.0000
H 1.515 -4.438 3.192 0.0000
H 0.600 -2.994 3.655 -0.0001
H 3.623 -3.040 3.209 0.0000
H 2.645 -1.623 3.607 0.0001
H 2.503 -3.360 -0.135 -0.0016
H 3.136 -4.249 1.254 0.0000
H 4.438 -1.834 -0.104 0.0015
H 4.988 -3.516 -0.256 -0.0003
H 5.124 -2.678 1.301 -0.0001
H 0.849 -0.042 4.662 0.0003
H 0.333 1.535 6.518 0.0000
H -1.208 3.431 6.127 0.0002
H -2.220 3.754 3.889 -0.0001
H -1.724 2.135 2.064 0.0005
Br -0.033 -4.776 -1.812 0.0001
C 0.844 -3.541 -2.995 0.0005
C 1.952 -3.991 -3.690 -0.0003
C 2.562 -3.077 -4.540 0.0003
C 2.049 -1.796 -4.636 -0.0005
C 0.940 -1.455 -3.869 0.0008
N 0.339 -2.337 -3.062 0.0037
C 0.406 -0.019 -3.917 0.0057
O 0.729 0.645 -4.908 0.0038
O -0.311 0.311 -2.939 0.0334
H 2.309 -5.004 -3.572 -0.0001
H 3.432 -3.371 -5.114 0.0001
H 2.473 -1.040 -5.280 0.0000
```

Results
2S+1: 4
frontier orbital gap (alpha / beta): 7.20 / 7.51 eV
HOMO energy (alpha / beta): -4.8 / -5.1 eV
<S²>: 3.76
E: -169311.5232 eV
net charge: -1

=====

Which of these has the lowest E? C32H30BrCoN6O4S